The following is a quantum chemistry calculation of a single C2H2N2O2S2 molecule, from the Open Molecules 2025 dataset.

Element x y z (Å)
C  -0.30  1.03  0.30
C  1.35  -0.39  -0.14
H  -2.55  0.63  0.25
H  -0.06  -2.35  -0.70
N  0.79  1.71  0.50
N  -0.04  -0.26  -0.08
O  1.83  0.82  0.20
O  1.96  -1.38  -0.45
S  -1.87  1.75  0.55
S  -1.11  -1.56  -0.44

Summary:
orbital gap	9.59	eV
DFT total energy	-30850.3791	eV
structure (SMILES)	O=c1onc(S)n1S
energy relative to the best compared isomer or geometry (same formula, charge and spin)	34.77	kcal/mol

The following is a quantum chemistry calculation of a molecular structure, C28H30F8N5V2, from the Open Molecules 2025 dataset.

Element x y z (Å)
V  0.73  0.88  5.65
V  0.03  -2.04  2.80
F  -0.07  -0.36  4.18
F  -0.68  -3.43  4.25
F  1.99  -2.24  3.32
F  0.30  -0.65  1.21
F  0.36  2.72  4.74
F  -2.20  3.31  -1.11
C  -3.31  2.77  -1.64
C  -3.77  3.19  -2.85
C  -4.86  2.46  -3.39
C  -5.52  1.45  -2.61
C  -4.99  1.10  -1.33
C  -3.88  1.78  -0.94
H  -3.29  4.01  -3.34
H  -5.23  2.73  -4.37
H  -6.41  0.89  -2.89
H  -5.53  0.48  -0.62
H  -3.40  1.65  0.02
F  3.20  -3.19  -4.48
C  3.18  -3.26  -3.14
C  3.21  -4.49  -2.52
C  3.01  -4.56  -1.10
C  2.89  -3.42  -0.35
C  2.88  -2.11  -0.99
C  2.98  -2.12  -2.39
H  3.23  -5.35  -3.18
H  3.04  -5.52  -0.62
H  2.84  -3.62  0.71
H  2.87  -1.21  -0.39
H  2.91  -1.18  -2.92
F  2.00  0.81  -2.17
C  2.35  1.98  -1.50
C  2.76  3.13  -2.22
C  3.11  4.31  -1.53
C  3.09  4.27  -0.13
C  2.74  3.16  0.57
C  2.39  2.01  -0.09
H  2.85  3.13  -3.30
H  3.29  5.26  -2.00
H  3.30  5.25  0.27
H  2.72  3.07  1.65
H  2.20  1.16  0.55
C  -0.66  3.27  1.38
C  -2.05  3.20  1.90
N  -3.09  3.11  2.36
H  -0.39  2.60  0.57
H  -0.09  3.03  2.27
H  -0.41  4.27  1.02
C  4.85  0.41  3.41
C  3.55  0.70  3.94
N  2.52  0.95  4.40
H  5.44  1.33  3.34
H  4.71  -0.05  2.44
H  5.39  -0.20  4.14
C  -0.71  -4.94  -0.90
C  -0.35  -4.24  0.35
N  0.00  -3.78  1.36
H  0.15  -5.28  -1.47
H  -1.46  -4.53  -1.57
H  -1.12  -5.85  -0.46
C  -1.47  -0.81  -2.15
C  -2.55  -1.62  -1.56
N  -3.41  -2.21  -1.09
H  -1.02  -1.55  -2.81
H  -0.74  -0.52  -1.39
H  -1.93  0.02  -2.69
C  -4.55  -0.71  2.14
C  -3.24  -1.28  2.33
N  -2.21  -1.81  2.51
H  -4.42  0.31  2.49
H  -5.22  -1.22  2.83
H  -4.82  -0.82  1.09

Summary:
orbital gap (spin up / spin down)	2.06 / 4.04	eV
DFT total energy	-110079.9631	eV
2S+1	5
charge	+1

The following is a quantum chemistry calculation of a single C4H8N2 molecule, from the Open Molecules 2025 dataset.

Element x y z (Å)
C  0.28  -0.25  0.82
C  -0.90  0.02  -0.16
C  1.70  -0.20  0.50
C  -0.89  0.74  -1.46
N  -1.83  -0.79  0.56
N  -0.53  -1.33  0.23
H  0.06  0.10  1.87
H  2.22  0.19  1.34
H  1.95  0.44  -0.36
H  2.17  -1.11  0.22
H  -1.12  0.07  -2.42
H  0.24  1.05  -1.46
H  -1.49  1.68  -1.28
H  -1.87  -0.61  1.61

Summary:
orbital gap (spin up / spin down)	4.48 / 7.09	eV
DFT total energy	-7247.7185	eV
2S+1	3
energy relative to the best compared isomer or geometry (same formula, charge and spin)	122.68	kcal/mol

The following is a quantum chemistry calculation of 2 unconnected molecules or ions with the total composition C16H35N2O5, from the Open Molecules 2025 dataset.

Element x y z (Å)
C  -2.53  1.70  4.67
C  -2.99  1.97  3.26
O  -2.26  2.24  2.36
O  -4.34  1.91  3.14
C  -4.86  1.39  1.90
C  -4.74  -0.12  1.86
C  -3.38  -0.69  1.46
C  -2.90  -0.29  0.06
C  -1.43  0.14  -0.03
C  -1.09  0.74  -1.39
C  -1.71  2.11  -1.72
C  -0.73  3.30  -1.54
N  -1.24  4.61  -1.76
O  -1.87  4.98  -0.45
H  -3.16  0.94  5.14
H  -2.59  2.62  5.26
H  -1.50  1.36  4.63
H  -4.38  1.88  1.05
H  -5.91  1.68  1.90
H  -5.02  -0.49  2.86
H  -5.50  -0.52  1.17
H  -2.62  -0.46  2.22
H  -3.48  -1.78  1.48
H  -3.54  0.48  -0.39
H  -3.00  -1.17  -0.58
H  -1.16  0.81  0.79
H  -0.81  -0.75  0.08
H  0.00  0.83  -1.49
H  -1.40  0.00  -2.15
H  -2.04  2.12  -2.76
H  -2.59  2.30  -1.09
H  -0.29  3.20  -0.52
H  0.10  3.15  -2.27
H  -2.81  4.87  -0.59
C  6.28  -1.52  -0.03
O  5.62  -0.75  -1.01
C  5.45  -1.37  -2.28
C  4.04  -1.84  -2.52
N  3.69  -2.97  -1.68
C  2.27  -3.34  -1.65
C  1.24  -2.28  -1.29
O  1.22  -1.90  0.07
C  2.22  -0.98  0.46
H  6.58  -0.84  0.76
H  5.63  -2.29  0.40
H  7.17  -2.01  -0.44
H  6.16  -2.21  -2.39
H  5.70  -0.62  -3.03
H  3.96  -2.14  -3.57
H  3.37  -0.98  -2.38
H  4.01  -2.81  -0.73
H  2.17  -4.16  -0.94
H  2.01  -3.74  -2.64
H  0.25  -2.73  -1.48
H  1.30  -1.39  -1.93
H  2.42  -0.25  -0.33
H  3.16  -1.48  0.73
H  1.85  -0.45  1.33

Summary:
orbital gap	3.57	eV
DFT total energy	-30373.4678	eV
energy relative to the best compared isomer or geometry (same formula, charge and spin)	57.76	kcal/mol
charge	-1

The following is a quantum chemistry calculation of 2 unconnected molecules or ions with the total composition C8H4BrNO4, from the Open Molecules 2025 dataset.

Element x y z (Å)
C  -0.63  0.78  -0.23
C  0.03  0.32  0.90
C  0.00  0.78  -1.51
C  1.33  -0.17  0.80
C  1.35  0.43  -1.56
C  2.03  -0.03  -0.38
C  3.13  2.14  2.78
C  3.33  -0.21  -0.84
N  3.50  -0.05  -2.12
O  4.35  -0.14  -2.92
O  2.42  2.37  3.63
O  2.18  0.54  -2.65
O  3.93  1.91  2.00
Br  4.73  -1.13  0.00
H  -1.66  1.28  -0.13
H  -0.47  0.00  1.87
H  -0.64  1.05  -2.26
H  1.77  -0.67  1.57

Summary:
orbital gap (spin up / spin down)	8.65 / 8.65	eV
DFT total energy	-88080.0426	eV
structure (SMILES)	[O-][n+]1oc2ccccc2c1Br.O=C=O
energy relative to the best compared isomer or geometry (same formula, charge and spin)	0.00	kcal/mol

The following is a quantum chemistry calculation of 2 unconnected molecules or ions with the total composition C3H6N2O, from the Open Molecules 2025 dataset.

Element x y z (Å)
C  0.17  1.49  0.33
C  -0.14  0.25  -0.20
N  0.97  -0.55  -0.02
C  1.86  0.18  0.61
N  1.38  1.40  0.96
H  -0.38  2.42  0.37
H  -1.02  0.15  -0.80
H  2.86  -0.10  0.88
H  1.74  1.94  1.76
H  -2.19  -3.08  -1.03
H  -2.90  -1.74  -1.21
O  -2.33  -2.35  -1.66

Summary:
orbital gap (spin up / spin down)	2.40 / 8.34	eV
DFT total energy	-8234.1605	eV
2S+1	2
energy relative to the best compared isomer or geometry (same formula, charge and spin)	24.81	kcal/mol
charge	-1

The following is a quantum chemistry calculation of 3 unconnected molecules or ions with the total composition C6H12N2OS, from the Open Molecules 2025 dataset.

Element x y z (Å)
C  3.64  1.20  0.24
C  2.42  1.50  1.05
N  1.39  1.63  1.63
H  3.89  1.98  -0.49
H  3.33  0.27  -0.22
H  4.44  1.07  0.96
C  -0.46  -0.63  3.00
C  -0.98  -1.89  2.39
N  -1.36  -2.90  1.92
H  -0.76  -0.49  4.04
H  -0.72  0.16  2.29
H  0.63  -0.67  3.02
C  -1.53  -0.23  -0.52
S  -2.52  0.14  -2.01
O  -2.55  1.64  -2.01
C  -1.44  -0.50  -3.41
H  -0.51  0.14  -0.66
H  -1.59  -1.29  -0.30
H  -2.01  0.42  0.21
H  -0.61  0.20  -3.37
H  -1.76  -0.27  -4.42
H  -0.93  -1.47  -3.35

Summary:
orbital gap	9.04	eV
DFT total energy	-22277.1631	eV
energy relative to the best compared isomer or geometry (same formula, charge and spin)	52.19	kcal/mol